# 1
{
  "formula": "C28H35F21O14",
  "method": "ωB97M-V with the def2-TZVPD basis set",
  "symbols": ["C", "C", "O", "C", "O", "C", "F", "F", "F", "H", "H", "H", "H", "H", "C", "C", "O", "C", "O", "C", "F", "F", "F", "H", "H", "H", "H", "H", "C", "C", "O", "C", "O", "C", "F", "F", "F", "H", "H", "H", "H", "H", "C", "C", "O", "C", "O", "C", "F", "F", "F", "H", "H", "H", "H", "H", "C", "C", "O", "C", "O", "C", "F", "F", "F", "H", "H", "H", "H", "H", "C", "C", "O", "C", "O", "C", "F", "F", "F", "H", "H", "H", "H", "H", "C", "C", "O", "C", "O", "C", "F", "F", "F", "H", "H", "H", "H", "H"],
  "xyz": [[18.74873, -11.42070, 12.82634], [17.26516, -11.16818, 12.60291], [16.58840, -12.30872, 12.08169], [16.14260, -13.22722, 12.90516], [16.11844, -13.13045, 14.10137], [15.68221, -14.49499, 12.19097], [16.55494, -15.49166, 12.45490], [14.46221, -14.85527, 12.57490], [15.69833, -14.33517, 10.85154], [19.26765, -10.55811, 12.39872], [19.12000, -12.23338, 12.20510], [18.94636, -11.44686, 13.89406], [17.09676, -10.32724, 11.92904], [16.73418, -10.83273, 13.49740], [16.83146, 1.09020, 17.35646], [17.76643, 0.09316, 18.02384], [17.99974, -1.00475, 17.11690], [17.81978, -2.22745, 17.60844], [17.36755, -2.47198, 18.68604], [18.27988, -3.36575, 16.66744], [18.71082, -4.39809, 17.37375], [17.19554, -3.73872, 15.95846], [19.24429, -2.98513, 15.83858], [15.77084, 0.85457, 17.32256], [17.17957, 1.39567, 16.37049], [16.94592, 1.97525, 17.99238], [17.34083, -0.23867, 18.96729], [18.69618, 0.59370, 18.29069], [15.18780, -2.88609, 9.11462], [15.37977, -4.34738, 9.47217], [15.83466, -4.45376, 10.81129], [16.30843, -5.66265, 11.19847], [16.39850, -6.59471, 10.47582], [16.82148, -5.64268, 12.65719], [15.93494, -6.28896, 13.41356], [18.00542, -6.25745, 12.59757], [16.98276, -4.42864, 13.16943], [14.61936, -2.33340, 9.86239], [14.70596, -2.68096, 8.16070], [16.20341, -2.48270, 9.04925], [15.93464, -4.81649, 8.66074], [14.37877, -4.78947, 9.42588], [13.43864, -3.84724, 15.42879], [14.18686, -3.81367, 16.78189], [14.77817, -5.10620, 16.85030], [15.32196, -5.46814, 18.00881], [15.23631, -4.96126, 19.08121], [16.17725, -6.76345, 17.92987], [15.52182, -7.80292, 18.42778], [16.48437, -7.07086, 16.65253], [17.31190, -6.53715, 18.57112], [14.11937, -4.26957, 14.69171], [13.14754, -2.83276, 15.16310], [12.57473, -4.50869, 15.46581], [13.61004, -3.64242, 17.69198], [14.94477, -3.02916, 16.73514], [23.62013, -8.93384, 16.67975], [22.89851, -8.97789, 15.35006], [21.77428, -8.09108, 15.37465], [20.56125, -8.57162, 15.55768], [20.27717, -9.70699, 15.77800], [19.45327, -7.49868, 15.53467], [19.17652, -7.05975, 16.74630], [19.89407, -6.41785, 14.85175], [18.34494, -7.91505, 14.95099], [23.50405, -7.91986, 17.07662], [24.70200, -9.05279, 16.64805], [23.19318, -9.56182, 17.46142], [22.67443, -9.97455, 14.97182], [23.55972, -8.57766, 14.57995], [27.67078, -9.20949, 18.97609], [28.01193, -9.22157, 20.43457], [27.12819, -10.16941, 21.07118], [26.67784, -9.88179, 22.27000], [26.76253, -8.83516, 22.84833], [25.84775, -11.01177, 22.94872], [24.54455, -10.84754, 22.70873], [26.14968, -12.22772, 22.43906], [26.09630, -10.99004, 24.24662], [26.74702, -8.69595, 18.71235], [27.71897, -10.21193, 18.55257], [28.44393, -8.62486, 18.46631], [27.96053, -8.22095, 20.86078], [29.05431, -9.51838, 20.56049], [22.36315, -4.59199, 14.89096], [23.27785, -3.44820, 15.34853], [24.50002, -3.93707, 15.88206], [24.74746, -3.73702, 17.16669], [24.11203, -3.06136, 17.91411], [26.01484, -4.48248, 17.68813], [25.66271, -5.46779, 18.54760], [26.77640, -4.99481, 16.72510], [26.73706, -3.60518, 18.39420], [22.91649, -5.21894, 14.19527], [21.52566, -4.10026, 14.39818], [22.01592, -5.18866, 15.73241], [22.79863, -2.63529, 15.88977], [23.54360, -2.95102, 14.40867]],
  "smiles": "CCOC(=O)C(F)(F)F.CCOC(=O)C(F)(F)F.CCOC(=O)C(F)(F)F.CCOC(=O)C(F)(F)F.CCOC(=O)C(F)(F)F.CCOC(=O)C(F)(F)F.CCOC(=O)C(F)(F)F",
  "total_energy_ev": -115336.80518,
  "homo_lumo_gap_ha": 0.4158
}


# 2
{
  "formula": "C28H35FN4O5SSe2Ti",
  "method": "ωB97M-V with the def2-TZVPD basis set",
  "symbols": ["Ti", "C", "C", "N", "O", "C", "C", "N", "O", "H", "H", "H", "H", "H", "H", "H", "O", "C", "C", "C", "O", "C", "Se", "C", "Se", "H", "H", "H", "H", "H", "H", "H", "H", "H", "H", "C", "C", "C", "O", "H", "H", "H", "H", "H", "H", "S", "C", "C", "C", "N", "C", "C", "C", "C", "C", "N", "C", "C", "H", "H", "H", "H", "H", "H", "H", "H", "F", "C", "C", "C", "C", "C", "C", "H", "H", "H", "H"],
  "xyz": [[-1.04674, 0.09561, 1.05786], [-1.25969, 4.19706, 2.27576], [-1.27414, 2.88535, 1.57803], [-1.39982, 1.76303, 2.18684], [-1.61954, 1.81920, 3.53096], [-1.12525, 2.76865, 0.12830], [-1.03534, 3.92834, -0.79675], [-1.17529, 1.52803, -0.28781], [-1.15726, 1.14746, -1.49890], [-1.66605, 4.10320, 3.27517], [-1.82644, 4.93975, 1.71470], [-0.22648, 4.54733, 2.35232], [-1.94243, 0.90919, 3.69576], [-0.16060, 4.54543, -0.57834], [-1.92086, 4.56394, -0.71963], [-0.96578, 3.55468, -1.81626], [1.00994, -0.57040, 6.63319], [1.54061, -1.54380, 5.73160], [0.96097, -1.32288, 4.32548], [1.61153, -2.45357, 3.50434], [1.29187, -2.53921, 2.12211], [1.38017, 0.08407, 3.88815], [1.34264, 0.56179, 1.98211], [-0.55852, -1.43095, 4.47435], [-1.79889, -1.44758, 2.93592], [1.48457, -0.62687, 7.46526], [1.28600, -2.55479, 6.06606], [2.63126, -1.46697, 5.67878], [1.30882, -3.40988, 3.93640], [2.69801, -2.35950, 3.63371], [1.52721, -1.68903, 1.71911], [2.42505, 0.23729, 4.15541], [0.79677, 0.82275, 4.42719], [-0.88730, -0.60849, 5.09795], [-0.80805, -2.35436, 4.99653], [-0.52833, -3.76677, -0.00866], [-0.73143, -2.46426, -0.67365], [-1.10482, -2.35387, -2.10240], [-0.58746, -1.42242, -0.02752], [-0.70961, -4.60190, -0.68019], [-1.19572, -3.79438, 0.86318], [0.47485, -3.79733, 0.42533], [-1.93402, -3.03070, -2.31982], [-0.24756, -2.68809, -2.69985], [-1.35188, -1.32549, -2.35011], [4.75775, 1.00863, -4.33955], [3.52994, 0.79912, -3.05894], [3.16636, -0.46006, -2.59785], [2.22116, -0.54194, -1.58686], [1.64016, 0.51856, -1.03058], [2.00595, 1.71721, -1.46952], [2.94183, 1.91202, -2.47717], [3.83332, 0.38087, -5.73509], [3.87646, -0.96293, -6.07691], [3.12000, -1.39600, -7.15791], [2.35535, -0.58846, -7.89708], [2.33800, 0.70596, -7.56582], [3.05666, 1.23712, -6.50212], [3.61395, -1.35589, -3.00956], [1.94185, -1.51348, -1.18365], [1.52385, 2.56736, -0.99299], [3.20637, 2.90980, -2.80458], [4.49414, -1.65733, -5.52117], [3.13048, -2.44321, -7.44626], [1.71607, 1.35008, -8.18034], [3.01033, 2.29434, -6.27106], [-7.21341, -0.17525, -0.21995], [-5.90091, -0.07322, 0.07570], [-5.09098, -1.16866, -0.09467], [-3.73985, -1.04276, 0.21836], [-3.17523, 0.15051, 0.68619], [-4.05569, 1.21989, 0.84329], [-5.40847, 1.12622, 0.54840], [-5.50886, -2.10336, -0.45285], [-3.13680, -1.93527, 0.10903], [-3.69631, 2.17463, 1.20757], [-6.07846, 1.96678, 0.68595]],
  "total_energy_ev": -213159.57387,
  "homo_lumo_gap_ha": 0.2520
}


# 3
{
  "formula": "C28H35HgN5P2S",
  "method": "ωB97M-V with the def2-TZVPD basis set",
  "symbols": ["Hg", "C", "C", "C", "C", "C", "C", "C", "C", "C", "H", "H", "H", "H", "H", "H", "H", "H", "H", "H", "H", "H", "H", "H", "H", "P", "P", "N", "N", "N", "N", "C", "C", "C", "C", "C", "C", "C", "C", "C", "C", "C", "C", "C", "C", "C", "C", "C", "C", "H", "H", "H", "H", "H", "H", "H", "H", "H", "H", "H", "H", "H", "H", "H", "H", "H", "H", "H", "H", "S", "C", "N"],
  "xyz": [[0.66495, -3.11059, 2.72415], [-0.75080, 2.12652, 5.03005], [-1.19008, 1.36143, 4.01695], [-0.73739, 1.34083, 2.57938], [0.56132, 0.55837, 2.31341], [1.87391, 1.09155, 2.81990], [2.10924, 2.21580, 3.47739], [1.14274, 3.32817, 3.72302], [0.29679, 3.19742, 5.01174], [0.60973, -2.45213, 4.90790], [-1.12934, 1.87241, 6.03436], [-2.09164, 0.74659, 4.19168], [-0.70552, 2.32177, 2.08083], [-1.53164, 0.75181, 2.08645], [0.42786, -0.44350, 2.77357], [0.59546, 0.36634, 1.22102], [2.67367, 0.35097, 2.67395], [3.12973, 2.38965, 3.84929], [0.48966, 3.47569, 2.85526], [1.74935, 4.23860, 3.85155], [0.95483, 3.06207, 5.88422], [-0.19623, 4.17139, 5.15353], [-0.21538, -3.09471, 5.31573], [0.37928, -1.41130, 5.19116], [1.58673, -2.67068, 5.39013], [1.30939, -1.27609, -1.94746], [-1.99066, -0.89611, -1.80372], [2.69929, -0.17750, -2.10310], [2.04341, -2.49480, -3.05504], [-2.17568, 0.87723, -1.82297], [-3.62928, -1.16000, -2.45735], [0.35400, -0.39589, -3.31376], [-1.07918, -0.94154, -3.45526], [3.41417, 0.26471, -0.98696], [4.42316, 1.10967, -1.41657], [4.34018, 1.19091, -2.84295], [3.26717, 0.40408, -3.24020], [2.28095, -3.80340, -2.61785], [2.77920, -4.54801, -3.68192], [2.85764, -3.67380, -4.81349], [2.40779, -2.42554, -4.40180], [-1.98696, 1.59066, -0.63351], [-1.94536, 2.94910, -0.91725], [-2.14517, 3.09055, -2.32707], [-2.26429, 1.81184, -2.85813], [-4.43709, -0.44365, -3.34963], [-5.58741, -1.17945, -3.60401], [-5.47988, -2.40790, -2.86974], [-4.27482, -2.37934, -2.18934], [0.84928, -0.48931, -4.29731], [0.34296, 0.68034, -3.04447], [-1.61641, -0.36450, -4.23374], [-1.07045, -2.01089, -3.75584], [3.12167, -0.06630, 0.00348], [5.13877, 1.61585, -0.79115], [4.97206, 1.73551, -3.51958], [2.85055, 0.23366, -4.22277], [2.06472, -4.07413, -1.59822], [3.04860, -5.59053, -3.65929], [3.18846, -3.90488, -5.81306], [2.30521, -1.51543, -4.97219], [-1.93042, 1.05604, 0.29939], [-1.78059, 3.74465, -0.20149], [-2.19926, 4.00731, -2.89657], [-2.41853, 1.50556, -3.88334], [-4.14623, 0.52804, -3.71924], [-6.40267, -0.86353, -4.23824], [-6.20761, -3.20580, -2.84987], [-3.80214, -3.09759, -1.53501], [-1.50861, -0.57988, 7.61294], [-0.64697, -0.23378, 8.94562], [-0.03017, 0.01939, 9.92239]],
  "total_energy_ev": -70636.13303,
  "homo_lumo_gap_ha": [0.2563, 0.1508]
}